# 1
{"formula": "C11H20O4", "method": "ωB97M-V with the def2-TZVPD basis set", "smiles": "COC(=O)[C@@H]1[C@H]([C@H](O)C(C)(C)O)C1(C)C", "orbital_gap_ev": 10.37, "e_homo_ha": -0.3557, "energy_ha": -732.0155, "e_above_lowest_kcal_mol": 47.2, "spin_multiplicity": 1, "lumo_ev": 0.7, "species": ["C", "O", "C", "O", "C", "C", "C", "O", "C", "C", "C", "O", "C", "C", "C", "H", "H", "H", "H", "H", "H", "H", "H", "H", "H", "H", "H", "H", "H", "H", "H", "H", "H", "H", "H"], "positions_angstrom": [[-2.2973, -1.7931, -2.8676], [-1.3220, -0.8600, -2.4226], [-1.8861, 0.2711, -1.8732], [-3.0038, 0.7250, -2.0709], [-1.0498, 1.1742, -0.9629], [0.1650, 0.8486, -0.1340], [1.1583, -0.3691, -0.2882], [0.3703, -1.5058, -0.3668], [2.1915, -0.4911, 0.9265], [3.0172, 0.7967, 1.1796], [3.1927, -1.6523, 0.6685], [1.5474, -0.6539, 2.1602], [-1.2420, 1.0853, 0.5473], [-2.0516, -0.1490, 1.2400], [-1.4708, 2.5066, 1.1927], [-2.9611, -1.3349, -3.6230], [-1.8790, -2.6880, -3.3916], [-2.9247, -2.1053, -2.0559], [-1.1402, 2.2054, -1.4257], [0.7430, 1.7339, -0.1835], [1.7493, -0.1728, -1.1433], [-0.2699, -1.4908, -1.1223], [3.8235, 0.6511, 1.8930], [2.3333, 1.4720, 1.5600], [3.5198, 1.1306, 0.2350], [3.9078, -1.3586, -0.0838], [2.8235, -2.5966, 0.4238], [3.7557, -1.7099, 1.5325], [0.7113, -1.1017, 2.1523], [-2.5760, 0.3151, 2.0795], [-1.4168, -0.9964, 1.5768], [-2.8313, -0.4979, 0.5817], [-1.7443, 2.4260, 2.2867], [-2.3554, 2.9491, 0.7187], [-0.5877, 3.2365, 1.0605]], "atomic_forces_ev_per_a": [[-0.974, -0.625, -2.056], [-0.603, 0.629, 0.685], [-0.680, 2.327, 0.763], [1.111, -2.116, -0.597], [-0.303, -0.622, -1.158], [0.036, 0.102, -0.103], [-1.832, 1.636, 2.379], [-0.265, -1.835, -0.259], [0.115, -0.414, -0.943], [1.057, -1.521, -2.361], [-0.572, 2.136, -0.884], [0.134, 0.190, 1.034], [1.038, -0.565, 0.424], [1.188, 1.857, -0.521], [0.392, -0.367, 0.515], [0.302, 0.047, 0.423], [0.374, 0.940, 0.833], [-0.193, -0.225, 0.547], [0.278, -1.271, 0.801], [0.648, 0.989, 0.614], [0.655, 0.064, -1.285], [1.063, 0.397, 0.736], [-0.144, -0.356, 0.209], [-1.082, 1.838, 0.615], [-0.611, 0.023, 0.683], [0.124, 0.160, -0.605], [-1.076, -1.386, -0.365], [1.129, -0.387, 2.021], [-0.486, -0.535, -0.632], [0.182, -0.317, 0.115], [-0.385, 0.757, -0.340], [-0.162, -0.297, -0.376], [0.651, 0.055, -1.076], [0.188, 0.017, -0.018], [-1.297, -1.324, 0.184]], "nbo_charge": [-0.277, -0.533, 0.801, -0.576, -0.343, -0.242, 0.113, -0.761, 0.261, -0.616, -0.627, -0.740, 0.001, -0.611, -0.613, 0.205, 0.208, 0.191, 0.243, 0.208, 0.166, 0.499, 0.219, 0.218, 0.199, 0.199, 0.218, 0.212, 0.481, 0.218, 0.220, 0.211, 0.216, 0.214, 0.218]}



# 2
{"formula": "C49H58BrN4O6PSbSe4Tc", "method": "ωB97M-V with the def2-TZVPD basis set", "charge": -1, "orbital_gap_ev": [5.42, 4.82], "e_homo_ha": [-0.1507, -0.1469], "energy_ha": -15414.6229, "spin_multiplicity": 4, "lumo_ev": [1.3, 0.8], "s2": 3.794, "species": ["Tc", "C", "C", "C", "C", "C", "C", "C", "Br", "C", "O", "C", "C", "C", "C", "C", "C", "H", "H", "H", "H", "H", "H", "H", "H", "H", "H", "H", "H", "H", "H", "H", "H", "H", "H", "H", "H", "O", "C", "C", "O", "O", "C", "C", "C", "C", "C", "C", "C", "C", "C", "C", "C", "C", "H", "H", "H", "H", "H", "H", "H", "H", "H", "H", "H", "C", "N", "C", "N", "C", "N", "C", "P", "C", "C", "H", "H", "H", "H", "H", "H", "H", "H", "H", "H", "H", "H", "H", "C", "C", "C", "C", "C", "C", "N", "C", "C", "C", "C", "C", "C", "C", "O", "O", "C", "C", "H", "H", "H", "H", "H", "H", "H", "H", "H", "H", "H", "H", "H", "H", "Se", "Sb", "Se", "Se", "Se"], "positions_angstrom": [[0.6795, 1.9092, 0.1538], [-0.1282, 0.2664, 7.4911], [0.1615, -1.0106, 6.6962], [1.4883, -1.5970, 7.2023], [-0.9733, -2.0084, 6.9621], [0.3080, -0.7406, 5.2071], [0.2338, 0.5318, 4.6678], [0.5004, 0.6605, 3.3336], [0.4792, 2.2910, 2.5059], [0.8103, -0.3400, 2.4056], [1.0628, -0.0142, 1.1872], [0.8227, -1.6500, 2.9677], [0.5879, -1.7855, 4.3220], [1.0432, -2.8504, 2.0642], [2.3380, -2.6465, 1.2664], [-0.1771, -2.9651, 1.1382], [1.1734, -4.1785, 2.8136], [-0.1728, 0.0363, 8.5540], [-1.0832, 0.7037, 7.2056], [0.6575, 1.0066, 7.3494], [1.4441, -1.7705, 8.2755], [2.3074, -0.9080, 6.9997], [1.7103, -2.5428, 6.7138], [-1.0619, -2.1908, 8.0317], [-0.7881, -2.9618, 6.4734], [-1.9237, -1.6190, 6.6017], [-0.0196, 1.4092, 5.2445], [0.6198, -2.7808, 4.7363], [2.3046, -1.7166, 0.7011], [2.5048, -3.4726, 0.5732], [3.1917, -2.5967, 1.9454], [-0.4473, -1.9976, 0.7168], [-1.0442, -3.3141, 1.6996], [0.0136, -3.6753, 0.3310], [2.0141, -4.1629, 3.5055], [1.3438, -4.9758, 2.0906], [0.2625, -4.4172, 3.3590], [0.7691, -0.6842, -1.2451], [0.7559, -0.6638, -2.6540], [0.5284, 0.8772, -2.9590], [0.7252, 1.3112, -4.0788], [0.2028, 1.5529, -1.9496], [2.0987, -1.1712, -3.1704], [2.7984, -2.1004, -2.4028], [4.1008, -2.4505, -2.7040], [4.7341, -1.8834, -3.7959], [4.0243, -1.0129, -4.6117], [2.7135, -0.6719, -4.3164], [-0.3266, -1.4824, -3.3158], [-0.5756, -1.2832, -4.6697], [-1.4860, -2.0810, -5.3324], [-2.1604, -3.0868, -4.6602], [-1.9318, -3.2735, -3.3115], [-1.0206, -2.4773, -2.6422], [0.4751, -1.5272, -0.8842], [2.3310, -2.5432, -1.5370], [4.6218, -3.1582, -2.0755], [5.7593, -2.1402, -4.0235], [4.4886, -0.6054, -5.4993], [2.1796, 0.0228, -4.9467], [-0.0695, -0.4867, -5.1931], [-1.6655, -1.9120, -6.3830], [-2.8621, -3.7209, -5.1814], [-2.4590, -4.0407, -2.7666], [-0.8770, -2.6630, -1.5867], [5.7604, 1.3741, -1.3492], [4.6741, 1.3380, -2.3929], [4.6410, 2.6904, -3.1007], [4.5113, 3.7425, -2.1759], [5.5850, 3.7269, -1.2058], [5.6041, 2.4702, -0.4649], [4.4500, 2.3399, 0.4185], [2.7970, 2.3462, -0.4821], [3.3681, 1.1143, -1.7504], [3.2075, 3.8310, -1.5602], [6.7147, 1.4563, -1.8812], [5.7297, 0.4267, -0.7968], [4.8252, 0.5746, -3.0753], [3.7940, 2.6800, -3.7935], [5.5828, 2.7785, -3.6504], [5.4543, 4.5563, -0.5095], [6.5423, 3.8424, -1.7280], [4.4594, 3.1757, 1.1343], [4.5487, 1.4057, 0.9948], [2.6169, 1.1251, -2.5459], [3.3517, 0.1213, -1.2803], [3.1619, 4.7664, -0.9721], [2.4193, 3.9001, -2.3397], [-6.3445, -0.3108, -4.0081], [-5.6724, -0.9691, -2.8366], [-5.5984, -2.3556, -2.8043], [-4.9713, -3.0163, -1.7657], [-4.3752, -2.2840, -0.7593], [-4.4349, -0.8963, -0.7742], [-3.6985, -0.2242, 0.2417], [-4.2074, 0.8567, 0.9633], [-5.3712, 0.7177, 1.7151], [-5.8147, 1.7713, 2.4939], [-5.1513, 2.9888, 2.5018], [-4.0164, 3.1586, 1.7279], [-3.5329, 2.0829, 0.9980], [-2.2908, 2.2520, 0.1884], [-2.1826, 3.1618, -0.6192], [-1.3295, 1.4130, 0.4480], [-5.1061, -0.2173, -1.8018], [-5.1875, 1.2810, -1.7989], [-6.6947, -1.0645, -4.7105], [-5.6536, 0.3490, -4.5325], [-7.1985, 0.2830, -3.6851], [-6.0417, -2.9266, -3.6090], [-4.9467, -4.0974, -1.7440], [-3.8512, -2.7767, 0.0483], [-2.7456, -0.0529, -0.0662], [-5.9037, -0.2235, 1.6837], [-6.6880, 1.6316, 3.1156], [-5.5141, 3.8132, 3.0959], [-3.5149, 4.1181, 1.6800], [-5.7842, 1.6300, -0.9549], [-5.6354, 1.6613, -2.7103], [-4.2009, 1.7346, -1.7048], [0.4957, 7.2283, -2.3810], [-0.0501, 6.2176, -0.2371], [0.4656, 3.9758, 0.1073], [1.1537, 7.7693, 1.1845], [-2.3214, 6.9679, 0.2215]], "atomic_forces_ev_per_a": [[-0.756, -8.074, -1.977], [0.049, -0.153, -0.128], [0.026, -0.053, 0.127], [-0.129, 0.061, 0.026], [0.120, 0.108, -0.009], [-0.058, 0.048, 0.044], [0.023, -0.221, 0.207], [0.089, -0.774, -0.448], [0.107, 2.447, 2.394], [-0.200, -0.053, 1.293], [0.130, -0.482, -1.266], [0.072, 0.094, -0.304], [-0.047, -0.055, 0.296], [0.080, -0.124, -0.102], [0.043, 0.120, -0.128], [0.061, 0.084, -0.071], [-0.046, 0.199, -0.053], [-0.022, -0.067, 0.113], [-0.064, 0.087, -0.056], [0.037, 0.093, -0.023], [-0.007, -0.054, 0.192], [0.065, 0.036, -0.024], [0.052, -0.090, -0.052], [-0.030, -0.059, 0.156], [0.002, -0.106, -0.074], [-0.067, 0.036, -0.056], [0.040, -0.005, 0.086], [0.018, -0.160, 0.037], [-0.017, -0.005, 0.015], [-0.011, -0.184, -0.015], [0.022, -0.032, 0.045], [-0.019, 0.110, 0.001], [-0.036, -0.016, 0.025], [0.016, -0.123, -0.081], [0.056, -0.025, 0.102], [0.021, -0.074, -0.056], [-0.051, -0.051, 0.114], [0.000, -0.729, -0.419], [-0.146, 0.527, 0.155], [0.197, -0.343, 1.012], [0.099, 0.183, -1.053], [0.191, 0.644, 0.570], [0.314, -0.009, -0.022], [-0.265, -0.044, -0.075], [0.036, -0.059, 0.059], [0.227, 0.000, -0.088], [0.096, -0.102, -0.157], [-0.054, -0.076, -0.091], [-0.179, -0.057, 0.040], [-0.063, -0.070, -0.065], [-0.036, -0.015, -0.083], [-0.093, -0.102, -0.045], [-0.022, -0.130, -0.040], [0.099, 0.091, 0.093], [0.043, 0.054, 0.025], [-0.025, 0.069, 0.107], [0.054, -0.077, 0.046], [0.073, -0.027, -0.062], [0.060, 0.040, -0.095], [-0.027, 0.041, 0.034], [0.030, 0.026, -0.005], [-0.059, 0.003, -0.135], [-0.098, -0.022, -0.059], [-0.083, -0.072, 0.028], [0.028, 0.084, 0.088], [0.570, -0.363, 0.087], [0.087, 0.098, -0.083], [0.131, -0.003, -0.575], [0.354, 0.254, -0.170], [0.166, -0.030, -0.025], [0.270, 0.183, 0.058], [-0.610, -0.035, 0.796], [2.343, 0.088, -0.639], [-1.244, -0.536, 0.378], [-1.341, 0.384, 0.323], [-0.126, -0.024, 0.002], [-0.068, 0.140, -0.197], [-0.011, 0.220, 0.197], [0.102, -0.133, 0.080], [-0.049, -0.081, 0.023], [0.017, -0.066, -0.051], [-0.090, -0.010, 0.064], [0.024, -0.253, -0.114], [-0.105, 0.262, -0.090], [0.377, 0.035, 0.250], [0.088, 0.265, -0.203], [-0.124, -0.404, -0.220], [0.336, 0.064, 0.396], [0.006, 0.001, 0.032], [-0.023, -0.099, 0.044], [-0.064, -0.097, 0.011], [-0.034, -0.072, -0.033], [-0.057, -0.043, -0.008], [-0.108, -0.120, 0.038], [0.514, 0.034, -0.327], [-0.136, 0.228, 0.466], [0.105, 0.014, -0.138], [-0.202, -0.017, 0.053], [-0.018, 0.125, 0.040], [-0.085, -0.262, -0.024], [0.063, -0.301, -0.221], [0.841, 0.515, -0.462], [-0.624, 0.242, 0.065], [-0.291, -0.404, 0.434], [0.004, -0.109, 0.053], [0.080, 0.034, -0.014], [-0.036, -0.003, -0.046], [-0.024, 0.061, -0.058], [-0.072, 0.085, -0.062], [-0.058, -0.028, -0.080], [0.037, -0.073, -0.018], [0.018, 0.060, 0.097], [0.064, -0.022, 0.208], [-0.028, -0.059, 0.075], [-0.127, 0.033, 0.002], [-0.103, 0.051, 0.102], [0.089, -0.058, -0.037], [0.006, 0.078, -0.019], [-0.029, 0.028, -0.058], [0.036, 0.048, 0.029], [0.051, -0.809, -0.355], [-0.134, 4.456, -1.866], [-0.046, 4.755, 0.317], [-0.116, -0.475, 0.795], [-0.562, -0.164, 0.562]], "lowdin_charge": [0.676, -0.069, -0.560, -0.051, -0.048, -0.187, -0.067, -0.538, 0.987, -0.418, -0.267, -0.091, 0.012, -0.523, -0.047, -0.032, -0.067, 0.080, 0.088, 0.083, 0.077, 0.089, 0.074, 0.078, 0.073, 0.090, 0.103, 0.092, 0.057, 0.076, 0.092, 0.072, 0.094, 0.084, 0.085, 0.083, 0.080, -0.042, -0.313, -0.600, 0.039, -0.123, -0.132, -0.022, -0.076, -0.115, -0.104, -0.030, -0.113, -0.013, -0.070, -0.090, -0.083, -0.005, 0.048, 0.099, 0.104, 0.098, 0.105, 0.110, 0.108, 0.101, 0.099, 0.096, 0.089, -0.130, -0.048, -0.105, -0.149, -0.157, -0.153, -0.265, 0.844, -0.241, -0.303, 0.141, 0.147, 0.143, 0.156, 0.143, 0.142, 0.134, 0.105, 0.101, 0.076, 0.110, 0.093, 0.110, -0.057, -0.229, -0.068, -0.114, -0.038, -0.200, 0.097, -0.236, -0.029, -0.100, -0.094, -0.009, -0.087, -0.631, -0.023, -0.245, -0.140, 0.001, 0.069, 0.085, 0.082, 0.101, 0.097, 0.107, 0.119, 0.112, 0.093, 0.094, 0.097, 0.093, 0.067, 0.088, -0.237, -0.398, 0.211, -0.169, 0.071]}